The following is a DFT calculation (ωB97M-V/def2-TZVPD) of the ion C2H3O2S2 with charge -1 at a distorted geometry.

Gap between HOMO and LUMO = 0.2447 Ha
2S+1 = 1
Largest force on an atom = 0.0825 hartree/bohr
Energy = -27887.523 eV
LUMO energy = 0.1345 hartree
Total charge = -1
HOMO energy = -3.0 eV

```
9
C2H3O2S2 | the OMol25 dataset | ωB97M-V/def2-TZVPD
C -0.42 0.53 0.10
C 1.01 0.16 0.03
O -0.99 -2.00 -0.59
O -1.15 -0.02 1.13
S -1.05 2.18 -0.42
S -1.67 -0.69 -0.27
H 1.74 0.80 -0.63
H 1.56 -0.02 1.03
H 0.97 -0.94 -0.38
```

The following is a DFT calculation (ωB97M-V/def2-TZVPD) of a structure of composition C34H47Cl2F4N2O3SiV at a distorted geometry.

Gap between HOMO and LUMO (spin up / spin down) = 0.2543 / 0.2658 Ha
2S+1 = 2
Largest force on an atom = 0.0241 hartree/bohr
Energy = -114629.411 eV
LUMO energy (spin up / spin down) = 0.0854 / 0.0957 hartree
Total charge = -1
HOMO energy (spin up / spin down) = -4.6 / -4.6 eV
⟨S²⟩ = 0.827

```
94
C34H47Cl2F4N2O3SiV | the OMol25 dataset | ωB97M-V/def2-TZVPD
V -0.37 0.42 -1.36
C -1.35 -1.41 0.63
C -0.50 -1.74 1.65
C -0.10 -0.47 2.30
C -0.73 0.53 1.62
C -1.53 0.03 0.50
C -3.01 0.50 0.51
C -3.68 0.00 1.80
C -3.13 2.03 0.48
C -3.81 -0.06 -0.67
C 0.85 -0.17 3.46
C 0.68 -1.11 4.66
C 2.31 -0.18 2.96
C 0.58 1.24 4.01
C -0.17 -3.20 1.97
C 1.31 -3.46 2.23
C -1.02 -3.68 3.15
C -0.54 -4.09 0.77
H -1.85 -2.12 -0.01
H -0.65 1.58 1.85
H -3.10 0.30 2.68
H -3.75 -1.09 1.81
H -4.69 0.41 1.90
H -2.66 2.48 1.35
H -4.19 2.31 0.48
H -2.67 2.44 -0.42
H -3.69 -1.15 -0.76
H -3.50 0.39 -1.61
H -4.87 0.15 -0.52
H 0.99 -2.13 4.46
H -0.37 -1.13 4.98
H 1.28 -0.74 5.49
H 2.61 -1.15 2.57
H 2.99 0.09 3.77
H 2.43 0.54 2.15
H -0.44 1.32 4.39
H 0.72 2.02 3.26
H 1.27 1.45 4.83
H 1.70 -2.95 3.11
H 1.91 -3.14 1.37
H 1.48 -4.53 2.37
H -0.80 -3.15 4.07
H -0.85 -4.75 3.33
H -2.08 -3.54 2.93
H 0.00 -3.76 -0.12
H -1.61 -4.08 0.54
H -0.25 -5.12 0.98
C 2.88 3.21 1.69
Si 1.72 3.00 0.20
C 2.56 4.03 -1.16
C 0.13 3.85 0.73
N 1.44 1.38 -0.37
C 2.55 0.62 -0.58
C 3.92 0.98 -0.53
C 4.94 0.07 -0.75
C 4.69 -1.26 -1.05
C 3.36 -1.67 -1.14
C 2.40 -0.74 -0.92
F 1.07 -1.13 -1.02
H 2.75 4.26 1.99
H 3.93 3.08 1.44
H 2.65 2.59 2.55
H 3.47 4.50 -0.78
H 1.92 4.83 -1.53
H 2.84 3.41 -2.01
H -0.05 3.70 1.80
H -0.74 3.50 0.18
H 0.23 4.93 0.57
H 4.19 2.01 -0.32
H 5.96 0.42 -0.69
H 5.50 -1.96 -1.23
H 3.08 -2.69 -1.39
F -0.08 4.79 -2.88
C 0.16 3.69 -3.60
F 1.35 3.84 -4.20
F -0.77 3.62 -4.56
C 0.10 2.41 -2.75
O 0.85 1.45 -2.99
O -0.79 2.37 -1.86
Cl -2.92 1.40 -4.18
C -2.87 -0.33 -4.30
C -3.64 -0.97 -5.25
C -3.56 -2.35 -5.39
C -2.70 -3.08 -4.58
C -1.94 -2.43 -3.63
Cl -0.89 -3.33 -2.60
C -2.00 -1.03 -3.44
N -1.27 -0.41 -2.49
H -4.29 -0.39 -5.88
H -4.16 -2.85 -6.13
H -2.62 -4.15 -4.68
O 1.20 -1.25 -4.44
H 1.24 -0.32 -4.17
H 1.08 -1.72 -3.61
```

The following is a DFT calculation (ωB97M-V/def2-TZVPD) of a structure of composition C45H44CoP2 at a distorted geometry.

Gap between HOMO and LUMO (spin up / spin down) = 0.2836 / 0.2645 Ha
2S+1 = 4
Largest force on an atom = 0.0561 hartree/bohr
Energy = -103577.082 eV
LUMO energy (spin up / spin down) = 0.0125 / -0.0073 hartree
HOMO energy (spin up / spin down) = -7.4 / -7.4 eV
⟨S²⟩ = 3.765

```
92
C45H44CoP2 | the OMol25 dataset | ωB97M-V/def2-TZVPD
Co 0.53 0.04 3.75
C -2.39 0.08 5.20
C -2.02 -0.06 3.88
C -2.61 0.68 2.69
C -1.69 1.66 1.92
C -0.74 2.30 2.90
C -1.10 2.54 4.21
C -2.39 2.59 4.94
C -2.73 1.36 5.85
C 2.34 -0.28 3.03
H -2.20 -0.74 5.91
H -1.59 -1.02 3.52
H -3.52 1.22 2.99
H -2.89 -0.09 1.95
H -1.16 1.18 1.08
H -2.33 2.44 1.45
H 0.10 2.87 2.44
H -0.31 3.02 4.80
H -3.28 2.84 4.34
H -2.27 3.41 5.66
H -2.16 1.47 6.80
H -3.79 1.44 6.13
H 2.94 -0.85 3.76
H 2.46 0.83 3.19
H 2.47 -0.65 1.99
P -0.21 -1.88 -4.12
P 1.65 0.58 -4.47
C -0.91 -0.34 -4.76
C -0.07 0.71 -5.00
C -0.92 -3.03 -5.42
C -2.04 -2.74 -6.22
C -2.57 -3.73 -7.07
C -1.95 -4.98 -7.18
C -0.76 -5.22 -6.48
C -0.25 -4.25 -5.61
C -1.18 -2.11 -2.58
C -0.92 -1.22 -1.51
C -1.66 -1.32 -0.32
C -2.71 -2.24 -0.24
C -3.02 -3.07 -1.32
C -2.26 -3.01 -2.49
C 2.42 1.23 -6.10
C 2.29 0.43 -7.25
C 2.73 0.92 -8.49
C 3.26 2.21 -8.58
C 3.35 3.01 -7.45
C 2.95 2.52 -6.20
C 1.76 2.07 -3.42
C 2.95 2.19 -2.67
C 3.17 3.32 -1.89
C 2.20 4.33 -1.83
C 1.02 4.22 -2.58
C 0.79 3.08 -3.35
H -1.98 -0.31 -4.98
H -0.38 1.61 -5.53
H -2.54 -1.77 -6.19
H -3.48 -3.51 -7.65
H -2.38 -5.75 -7.83
H -0.25 -6.16 -6.60
H 0.66 -4.44 -5.04
H -0.19 -0.42 -1.63
H -1.42 -0.67 0.52
H -3.31 -2.29 0.68
H -3.88 -3.75 -1.27
H -2.54 -3.61 -3.36
H 1.79 -0.54 -7.18
H 2.62 0.30 -9.37
H 3.55 2.61 -9.55
H 3.71 4.04 -7.51
H 2.98 3.17 -5.32
H 3.70 1.40 -2.73
H 4.11 3.42 -1.34
H 2.39 5.22 -1.23
H 0.29 5.03 -2.57
H -0.14 3.00 -3.92
C 1.46 -3.29 8.30
C 1.08 -3.37 6.93
C 0.78 -2.21 6.19
C 0.96 -0.93 6.75
C 0.69 0.24 5.98
C 0.63 1.43 6.65
C 0.89 1.53 8.06
C 1.22 0.42 8.81
C 1.30 -0.85 8.19
C 1.54 -2.04 8.93
H 1.69 -4.21 8.86
H 0.99 -4.34 6.43
H 0.34 -2.26 5.17
H 0.39 2.35 6.13
H 0.81 2.50 8.53
H 1.38 0.48 9.90
H 1.77 -1.98 10.00
```

Which formula does entry 1 have? C2H3O2S2

Please write out number 1 again, unchanged.
The following is a DFT calculation (ωB97M-V/def2-TZVPD) of the ion C2H3O2S2 with charge -1 at a distorted geometry.

Gap between HOMO and LUMO = 0.2447 Ha
2S+1 = 1
Largest force on an atom = 0.0825 hartree/bohr
Energy = -27887.523 eV
LUMO energy = 0.1345 hartree
Total charge = -1
HOMO energy = -3.0 eV

```
9
C2H3O2S2 | the OMol25 dataset | ωB97M-V/def2-TZVPD
C -0.42 0.53 0.10
C 1.01 0.16 0.03
O -0.99 -2.00 -0.59
O -1.15 -0.02 1.13
S -1.05 2.18 -0.42
S -1.67 -0.69 -0.27
H 1.74 0.80 -0.63
H 1.56 -0.02 1.03
H 0.97 -0.94 -0.38
```

The highest 2S+1 belongs to which entry? C45H44CoP2